Record 1
The following is a quantum chemistry calculation of a 9-piece molecular cluster, C27H75N3O27P6 overall at a distorted geometry, from the Open Molecules 2025 dataset.

Geometry as XYZ:
```
138
Properties=species:S:1:pos:R:3:forces:R:3
C -1.873838 -5.045877 -1.652820 -1.19 1.27 -0.51
O -0.653873 -5.459550 -1.100804 1.15 -0.59 0.82
P 0.098149 -4.396640 -0.158184 -2.85 0.73 -0.84
O -0.865699 -3.433333 0.413863 0.45 -0.18 0.18
O 0.932325 -5.258891 0.777166 0.88 -0.65 0.88
C 0.429786 -6.030716 1.862150 0.13 -0.03 0.50
O 1.056371 -3.657152 -1.124530 1.32 0.48 0.18
C 2.220757 -4.267975 -1.705209 -1.27 -1.56 -0.94
H -2.694143 -5.229940 -0.904007 0.63 0.25 -0.91
H -2.044611 -5.623627 -2.586452 0.05 0.40 0.67
H -1.797321 -3.930648 -1.879299 -0.60 -1.40 0.05
H -0.437977 -5.646966 2.376338 -0.14 1.00 -0.02
H 1.227226 -6.184396 2.579419 0.21 0.16 -0.10
H 0.090601 -6.964565 1.506834 -0.05 -1.26 -0.67
H 3.044744 -3.586840 -1.671141 0.28 0.36 -0.21
H 1.892386 -4.641254 -2.697394 0.59 0.88 0.08
H 2.467342 -5.204564 -1.222468 0.28 0.11 0.74
C 5.167477 1.647278 -5.645612 -0.51 -0.97 -0.33
O 5.515569 2.854067 -4.960322 0.96 0.22 -0.54
P 4.740697 3.204917 -3.657310 -0.19 -0.28 2.10
O 4.897584 2.313112 -2.492050 0.05 0.02 -0.33
O 5.180163 4.657611 -3.210637 0.25 -0.44 -0.46
C 5.499544 5.720169 -4.095015 -0.08 0.84 -0.46
O 3.276896 3.258526 -4.184623 0.76 0.22 -1.54
C 2.133973 3.348869 -3.391198 -0.17 -0.28 1.13
H 5.803558 1.477097 -6.545897 -0.37 0.55 0.87
H 4.109738 1.742366 -5.931574 0.39 -0.21 -0.18
H 5.259390 0.771221 -4.971281 0.09 0.54 -0.30
H 6.082143 6.444684 -3.528521 0.23 -0.21 0.04
H 4.588768 6.272188 -4.377185 0.18 -0.46 -0.23
H 6.078939 5.389291 -4.979050 -0.45 0.09 0.49
H 1.400670 3.800272 -4.008456 -1.11 -0.15 -0.68
H 2.270750 4.076742 -2.612070 0.30 0.22 0.77
H 1.877991 2.366445 -2.977317 -0.26 0.47 -0.23
C 1.997323 1.212621 4.057882 -0.81 -0.86 -0.84
O 1.297432 0.644770 5.200668 0.45 0.76 -0.09
P -0.114016 1.300979 5.483311 -0.94 0.67 -0.14
O -0.297950 2.788512 5.375008 0.44 -2.65 -0.02
O -1.088125 0.465716 4.485346 0.54 2.43 0.78
C -1.127351 -0.923757 4.572173 0.21 -1.09 0.11
O -0.333900 0.651484 6.916962 -0.62 -0.23 0.21
C -1.669896 0.501932 7.437676 -0.11 1.32 2.02
H 1.696738 2.266605 3.995891 0.00 -0.33 -0.63
H 1.756513 0.537402 3.155694 0.29 1.44 1.18
H 3.055817 1.188965 4.228857 0.44 -0.30 0.22
H -0.392056 -1.365569 5.247021 -0.02 0.26 0.20
H -0.919099 -1.315086 3.602008 0.01 -0.40 -0.82
H -2.120859 -1.216659 4.856395 -0.46 -0.28 0.20
H -1.932248 1.391623 8.132385 0.72 -1.55 -0.89
H -1.817348 -0.465707 7.968686 0.63 0.74 -0.32
H -2.401106 0.551469 6.678612 -0.73 -0.05 -1.17
C -1.860413 1.854264 -5.004106 1.82 -1.90 -0.02
O -1.874403 0.433379 -4.607593 -0.94 0.82 -0.18
P -3.147275 -0.312225 -4.034452 -0.28 1.64 1.02
O -2.736835 -1.459000 -3.228965 -0.01 -0.72 -0.09
O -4.025054 0.769120 -3.225523 0.65 -0.67 0.54
C -4.181334 0.637115 -1.760645 0.97 1.58 -0.56
O -4.112119 -0.543735 -5.264463 -0.17 -0.78 -0.04
C -4.781733 -1.841875 -5.268207 0.89 0.17 -0.21
H -0.965794 2.213310 -4.492325 -0.23 0.36 -0.10
H -2.729598 2.384937 -4.749774 -1.20 0.49 0.57
H -1.708767 1.851364 -6.073449 0.01 0.19 -0.28
H -4.005696 1.649655 -1.347208 -0.38 -0.58 -0.24
H -3.404666 0.014337 -1.309524 -0.36 -0.38 -0.33
H -5.196964 0.327547 -1.573969 -0.16 -0.34 0.15
H -4.040722 -2.552321 -4.852776 -0.89 -0.01 -0.39
H -5.032930 -2.002312 -6.299669 0.23 -0.41 -0.51
H -5.736092 -1.858809 -4.754151 0.10 0.34 0.63
C -3.649752 -4.486586 3.765018 -0.37 -1.54 -0.93
O -3.274533 -3.183082 3.327404 -0.55 0.29 -0.20
P -4.419253 -2.190868 2.833767 -0.57 0.65 -0.24
O -5.346975 -1.616250 3.820245 0.36 -0.86 -0.22
O -3.550676 -1.117233 2.094082 1.18 -0.70 -0.39
C -4.201514 0.064156 1.638199 0.76 0.79 2.11
O -5.174481 -2.916257 1.631083 -0.42 -0.06 0.85
C -4.467294 -3.338169 0.482540 0.98 0.06 -1.16
H -3.031070 -4.700351 4.649361 -0.52 -0.13 -0.33
H -3.462284 -5.248793 2.936648 0.29 1.00 0.97
H -4.745731 -4.635941 3.928565 0.82 0.63 0.41
H -3.416177 0.798590 1.506056 -0.05 0.07 -0.54
H -4.756992 0.381420 2.514039 -0.64 0.51 -0.27
H -4.819547 -0.076296 0.788926 -0.46 -0.27 -0.83
H -3.385166 -3.542989 0.685373 -0.80 0.30 -0.13
H -4.545440 -2.587799 -0.355704 0.13 -0.54 0.95
H -4.946296 -4.253139 0.140566 0.01 -0.08 -0.03
C -1.529762 3.432003 2.720048 0.21 -0.88 -0.94
O -2.396558 4.337006 2.030468 0.42 0.91 0.20
P -2.744526 4.187797 0.519533 1.10 0.66 -0.10
O -3.568914 3.018371 0.236145 -0.51 -0.54 -0.51
O -3.366629 5.598043 0.130466 -0.52 -0.36 0.28
C -4.794030 5.834061 0.437048 1.20 -0.48 0.15
O -1.302434 4.215817 -0.167100 -0.77 -0.38 -0.02
C -1.149763 3.842987 -1.565599 0.65 0.18 0.79
H -1.789075 3.529997 3.748495 0.27 -0.08 0.61
H -0.451969 3.546115 2.505732 -0.52 0.80 0.22
H -1.722945 2.425879 2.352422 -0.35 -0.32 0.30
H -5.255752 4.845304 0.610953 -0.19 0.65 -0.43
H -5.144330 6.398439 -0.431354 -0.37 -0.31 0.38
H -4.841138 6.419031 1.364966 -0.03 -0.05 -0.38
H -1.961940 4.270384 -2.131190 -0.03 0.30 -0.44
H -1.087003 2.769153 -1.730078 -0.19 -0.04 0.34
H -0.158231 4.248925 -1.787505 -0.40 0.09 -0.49
C -0.731143 0.311741 0.107017 1.39 -0.53 0.74
N -0.089335 -0.555303 -0.889596 -0.59 1.58 0.53
C 0.288377 -0.070581 -2.066849 -0.08 -0.11 -1.44
C 0.620439 -1.139417 -3.107965 -0.50 -0.48 0.50
O 0.306246 1.138378 -2.343549 -0.02 -0.65 0.43
H -1.428082 1.049612 -0.308578 -0.21 -0.64 0.03
H 0.045421 0.903366 0.619540 -0.20 -0.03 -0.14
H -1.095838 -0.397191 0.868792 -0.58 0.62 -0.32
H -0.166471 -1.535182 -0.756051 -0.16 -0.82 0.10
H 1.703646 -1.282352 -3.167673 -0.09 -0.10 0.08
H 0.263990 -0.794758 -4.082111 0.00 -0.09 0.24
H 0.098926 -2.095880 -2.810106 0.75 0.98 -0.60
C 2.772715 1.131590 0.104426 -2.12 -1.17 -0.34
N 4.022596 1.749218 0.283918 1.06 0.30 -1.08
C 4.909644 1.478965 1.231009 -0.55 -0.46 1.86
C 6.189083 2.265018 1.080978 0.20 -2.51 -0.84
O 4.658278 0.719353 2.201399 0.58 0.82 -1.20
H 2.035728 1.919207 -0.102076 -0.05 -0.27 0.06
H 2.421937 0.563990 1.002319 0.59 0.59 -0.69
H 2.725452 0.440446 -0.785190 0.31 0.55 0.85
H 4.410842 2.166403 -0.562970 -0.21 0.08 0.10
H 6.524726 2.543084 2.038411 0.41 0.64 1.10
H 6.038677 3.067725 0.389085 0.30 0.50 -0.26
H 6.925889 1.504435 0.691481 -0.46 0.99 0.16
C 5.847261 -2.536266 1.408754 0.80 -0.67 -0.11
N 4.488037 -2.102303 1.639667 0.13 -0.58 -0.79
C 3.462974 -2.976209 1.581894 -0.54 -1.35 0.92
C 2.161775 -2.373678 2.027846 0.25 1.18 -0.13
O 3.529366 -4.200175 1.371761 0.78 1.45 -0.20
H 6.504151 -1.666614 1.219768 -0.42 -0.42 0.25
H 5.942094 -3.235411 0.542077 -0.35 0.62 0.52
H 6.223520 -3.122364 2.280691 -0.13 0.55 -0.48
H 4.297780 -1.113945 1.795814 0.18 -0.11 0.14
H 1.947965 -1.479932 1.436513 -0.12 0.06 0.10
H 2.247287 -2.085712 3.070309 0.14 0.23 0.22
H 1.328658 -3.020921 1.966477 -0.63 -0.84 -0.30
```
Forces are in eV/Å.

Energy relative to the best compared isomer or geometry (same formula, charge and spin), kJ/mol: 0.0
SMILES string: COP(=O)(OC)OC.COP(=O)(OC)OC.COP(=O)(OC)OC.COP(=O)(OC)OC.COP(=O)(OC)OC.COP(=O)(OC)OC.CNC(C)=O.CNC(C)=O.CNC(C)=O
E_HOMO, eV: -9.14
Charge: 0
Orbital gap, eV: 9.6
LUMO, Eh: 0.01667

Record 2
The following is a quantum chemistry calculation of C2H7N2O4S2 as an isolated structure at a distorted geometry, from the Open Molecules 2025 dataset.

Geometry as XYZ:
```
17
Properties=species:S:1:pos:R:3:forces:R:3
C 1.297057 -0.908948 0.239923 0.07 3.22 -0.07
C 0.006107 -0.267766 -0.309252 1.55 1.36 -3.31
N 1.300366 -0.746718 1.709720 0.03 0.65 0.53
N 0.225951 0.297213 -1.961768 3.17 -2.10 3.35
O 0.831569 1.977973 0.548272 1.25 1.26 0.17
O -1.753183 -1.225228 1.204603 -0.03 -0.53 1.16
O -1.478815 1.721145 -0.284541 0.11 1.08 0.99
O -2.466885 -0.306121 -0.911354 -1.29 -0.29 -1.01
S -0.364553 1.172130 0.754360 -1.81 0.19 -1.68
S -1.513744 -1.268256 -0.249890 0.43 -0.69 -0.64
H 1.234676 -1.909312 -0.041779 0.63 -1.93 -0.38
H 2.226426 -0.332808 -0.247661 -1.98 -1.50 1.17
H 1.379658 0.321689 1.884184 -0.36 -2.75 0.09
H 0.429645 -1.204800 2.136040 1.54 1.42 -0.92
H -0.432692 1.016224 -1.881770 -1.03 1.74 -0.34
H 1.241044 0.758406 -2.013096 -2.96 -1.09 0.63
H -2.162622 0.905177 -0.575986 0.69 -0.04 0.27
```
Forces are in eV/Å.

Energy relative to the best compared isomer or geometry (same formula, charge and spin), kJ/mol: 69.0
E_HOMO, eV: -4.37
Charge: -1
Orbital gap, eV: 8.0
LUMO, Eh: 0.13480

Record 3
The following is a quantum chemistry calculation of C36H39AsBaCl3N6O3PS as an isolated structure at a distorted geometry, from the Open Molecules 2025 dataset.

Geometry as XYZ:
```
91
Properties=species:S:1:pos:R:3:forces:R:3
Ba -0.129640 -0.225152 1.048620 0.00 1.23 0.26
N 2.833614 1.963561 -2.165507 0.02 -0.10 0.00
C 1.858402 1.218463 -1.591124 -0.09 0.37 0.13
S 0.569720 2.147890 -0.878853 0.13 -0.52 0.06
N 2.095178 -0.084503 -1.651296 0.10 0.05 -0.02
N 1.119419 -0.912592 -1.213612 0.48 -0.09 -0.25
C 1.480496 -2.152103 -1.114423 -0.11 -0.07 -0.10
C 2.869431 -2.636808 -1.344884 -0.05 0.06 -0.06
C 3.643063 -2.967797 -0.238561 0.09 0.01 0.02
C 4.934900 -3.446861 -0.414855 -0.03 0.01 0.00
C 5.449825 -3.603256 -1.692964 0.01 0.00 -0.02
C 4.676979 -3.268090 -2.797979 0.01 0.00 0.00
C 3.390968 -2.780653 -2.625538 0.00 -0.03 0.02
C 0.466057 -3.153992 -0.718997 -0.28 0.19 0.15
C 0.712986 -4.521244 -0.843936 -0.01 -0.06 -0.01
C -0.259863 -5.426913 -0.454580 0.14 -0.02 -0.06
C -1.460166 -4.962109 0.054465 -0.06 0.11 -0.03
C -1.628641 -3.588579 0.137745 -0.10 -0.10 0.09
N -0.707399 -2.705707 -0.228295 0.28 -0.03 0.16
H 2.824051 2.953374 -2.003440 0.02 0.01 -0.02
H 3.684627 1.504245 -2.446792 -0.04 -0.01 0.02
H 3.239849 -2.819440 0.758406 -0.02 0.00 -0.01
H 5.540004 -3.691798 0.448665 0.00 0.00 0.00
H 6.455511 -3.979315 -1.830505 0.00 0.00 0.00
H 5.080445 -3.381418 -3.796080 0.00 0.00 0.00
H 2.790473 -2.501160 -3.482521 0.00 0.00 0.01
H 1.658672 -4.859232 -1.242244 0.00 -0.01 0.00
H -0.077765 -6.489951 -0.548691 0.01 0.01 0.00
H -2.242737 -5.636382 0.372573 -0.02 0.02 -0.01
H -2.558244 -3.170944 0.516232 0.00 -0.03 0.02
N -2.871463 2.347243 -0.856798 0.02 0.04 0.04
C -3.964774 1.885719 -1.577438 -0.02 -0.04 -0.03
C -5.207433 2.504281 -1.411621 0.02 0.00 0.01
C -6.328933 2.033902 -2.068365 -0.01 0.00 0.00
C -6.238066 0.935313 -2.911992 0.00 0.00 0.00
C -5.007723 0.322498 -3.088961 0.00 0.02 -0.01
C -3.861567 0.775714 -2.438822 -0.01 0.02 0.03
P -2.238725 -0.059042 -2.562637 0.02 -0.12 -0.02
C -2.612698 -1.473624 -3.670963 -0.05 0.02 0.02
C -2.877576 -2.705731 -3.079550 -0.02 -0.02 0.01
C -3.180686 -3.819737 -3.850021 0.00 0.01 0.00
C -3.212807 -3.713640 -5.232335 0.00 0.01 -0.01
C -2.948911 -2.490440 -5.835438 0.00 -0.01 0.00
C -2.653736 -1.378191 -5.061503 0.04 0.01 0.01
C -1.322659 1.025812 -3.719573 0.01 0.02 0.04
C -0.030111 0.629141 -4.064276 -0.02 -0.04 -0.03
C 0.751785 1.413023 -4.893027 -0.01 0.00 -0.03
C 0.256161 2.616427 -5.381424 0.01 -0.01 0.01
C -1.025219 3.019069 -5.043002 -0.01 0.01 0.00
C -1.814821 2.225067 -4.218843 -0.02 0.00 -0.03
H -1.940749 2.163404 -1.213479 -0.01 0.00 -0.05
H -2.957607 3.292106 -0.516978 0.00 0.01 -0.02
H -5.283191 3.362629 -0.752888 0.00 0.00 0.00
H -7.279624 2.530561 -1.920076 0.00 0.00 0.00
H -7.111388 0.563254 -3.430456 0.00 0.00 0.00
H -4.933231 -0.531571 -3.750211 0.00 0.00 0.01
H -2.845583 -2.789580 -2.001143 0.00 0.00 0.00
H -3.383638 -4.769499 -3.370753 0.00 0.00 0.00
H -3.440634 -4.580288 -5.839687 0.00 0.00 0.00
H -2.974901 -2.401590 -6.914127 0.00 0.00 0.00
H -2.449410 -0.428817 -5.540600 0.01 0.01 0.00
H 0.371087 -0.296074 -3.666234 -0.02 0.02 -0.02
H 1.755808 1.094409 -5.142713 0.00 0.00 0.00
H 0.870467 3.238338 -6.019975 0.00 0.00 0.00
H -1.418166 3.954610 -5.420753 0.00 0.00 0.00
H -2.820034 2.544840 -3.972269 0.00 0.00 0.02
Cl -1.067087 2.696550 5.613933 0.00 0.03 0.04
C 0.547037 3.004322 4.886810 0.03 -0.03 0.05
Cl 1.568273 3.790003 6.081104 -0.01 0.01 0.02
Cl 0.349038 4.086432 3.491239 0.00 -0.06 -0.01
C 1.103392 1.585080 4.433605 -0.17 0.36 -0.20
O 0.444610 1.120180 3.472165 -0.08 -0.46 -0.21
O 2.032325 1.126752 5.076588 0.01 -0.07 0.04
C 1.620666 -1.900379 5.443913 0.19 -0.08 -0.06
As 0.855739 -2.156946 3.711194 0.43 -0.50 -0.26
C -0.982146 -1.569304 3.967441 -0.08 0.01 0.30
C 0.681351 -4.059847 3.342352 -0.03 0.10 0.13
O 1.743545 -1.566870 2.424621 -0.77 -0.01 0.14
H 0.981169 -2.357852 6.198140 -0.03 0.01 -0.02
H 1.740545 -0.827329 5.599940 -0.05 0.01 -0.03
H 2.604965 -2.366648 5.458204 -0.03 -0.04 -0.02
H -1.436953 -2.402040 4.506586 -0.10 0.07 0.02
H -1.612444 -1.351085 3.106336 0.13 -0.18 -0.08
H -0.969912 -0.682662 4.598885 0.06 0.01 -0.02
H -0.228547 -4.494021 3.755020 0.01 0.06 0.05
H 1.543275 -4.598675 3.732849 0.04 0.07 0.01
H 0.675649 -4.154538 2.256664 -0.03 0.00 -0.02
N -2.158177 1.604396 2.324069 0.14 -0.38 -0.02
H -1.688121 2.493349 2.183317 0.04 -0.02 -0.02
H -2.007136 1.383461 3.306161 -0.10 0.18 -0.09
H -3.145015 1.745198 2.147971 0.00 -0.01 0.01
```
Forces are in eV/Å.

Energy relative to the best compared isomer or geometry (same formula, charge and spin), kJ/mol: 122.2
E_HOMO, eV: -7.67
Charge: 0
Orbital gap, eV: 7.3
LUMO, Eh: -0.01279

Record 4
The following is a quantum chemistry calculation of Cl3GeMoS4Te as an isolated structure, from the Open Molecules 2025 dataset.

Geometry as XYZ:
```
10
Properties=species:S:1:pos:R:3:forces:R:3
Mo 0.081459 -0.753021 0.212690 -0.74 0.07 0.46
S -1.369666 -1.749774 -1.380067 0.19 -0.33 -0.02
S -3.317393 -1.516635 -1.603802 -0.12 -0.11 -0.54
S -4.343750 -1.034506 -0.149179 -0.19 0.20 0.48
S -1.660144 -0.390589 1.712417 0.01 -0.05 -0.20
Te 0.259309 0.685839 2.470186 0.16 -0.11 0.08
Cl -0.024890 -4.844260 0.527056 0.03 0.06 0.04
Ge 0.742085 -3.021198 1.168514 0.12 0.01 0.08
Cl 1.723858 -0.000222 -0.954902 0.63 0.27 -0.26
Cl 2.061878 -3.286494 2.757067 -0.09 0.01 -0.11
```
Forces are in eV/Å.

E_HOMO (alpha / beta), eV: -16.78 / -16.80
Charge: +2
Orbital gap (alpha / beta), eV: 6.4 / 6.4
Multiplicity: 2
LUMO (alpha / beta), Eh: -0.38241 / -0.38395

The calculation returns the following DFT total energy values, one per record and in order: -144716.2956; -35027.4353; -172275.7151; -146556.8290 eV.